Here is C4H4KO as an isolated structure from OMol25. Energies are from the ωB97M-V functional and the def2-TZVPD basis.

⟨S²⟩: 0.808
Total charge: +2
LUMO level (alpha / beta) (eV): -9.9 / -12.5
Orbital gap (alpha / beta) (eV): 9.571 / 7.098
Spin multiplicity: 2

```
10
C4H4KO, DFT the ωB97M-V functional and the def2-TZVPD basis
H 0.37934 -0.58900 -1.21970
C -2.72824 -0.27233 0.01211
C -1.55996 0.08450 -0.17122
C -0.25820 0.45749 -0.46008
C 0.88232 -0.35952 0.10505
O 2.02983 0.16426 0.12958
H -3.76696 -0.57824 0.05677
H -0.07031 1.53546 -0.55132
H 0.60735 -1.07428 0.91050
K 4.48484 0.63166 1.18833
```

Results of the Löwdin charge analysis, in e, for atoms 1 through 6: 0.331, 0.378, 0.005, 0.020, -0.208, -0.023


Here is C4H4Li2O3 as an isolated structure from OMol25. Energies are from the ωB97M-V functional and the def2-TZVPD basis.

⟨S²⟩: 0.785
Total charge: +1
Energy relative to the best compared isomer or geometry (same formula, charge and spin) (kJ/mol): 0.0
LUMO level (alpha / beta) (eV): -4.2 / -4.3
Orbital gap (alpha / beta) (eV): 7.568 / 10.057
Spin multiplicity: 2

```
13
C4H4Li2O3, DFT the ωB97M-V functional and the def2-TZVPD basis
O -1.37814 -0.52583 -0.16714
C -1.82374 0.74939 -0.17895
C -0.12927 -0.81356 0.32419
O -2.95125 0.95832 -0.63695
O -1.08070 1.67048 0.28097
C 0.97712 -0.87214 -0.52211
Li -2.63282 2.87523 -0.22322
H -0.10323 -0.99664 1.40025
H 0.82792 -0.72134 -1.59618
C 2.21440 -1.21255 -0.00097
H 2.48566 -0.99088 1.03276
H 2.93164 -1.76677 -0.60596
Li 0.66239 1.64628 0.89331
```

Results of the Löwdin charge analysis, in e, for atoms 1 through 6: 0.065, -0.757, -0.136, 0.012, -0.194, -0.153


Here is C4H4LiO2 as an isolated structure from OMol25. Energies are from the ωB97M-V functional and the def2-TZVPD basis.

⟨S²⟩: 0.767
Total charge: +2
Energy relative to the best compared isomer or geometry (same formula, charge and spin) (kJ/mol): 431.3
LUMO level (alpha / beta) (eV): -9.9 / -10.3
Orbital gap (alpha / beta) (eV): 8.151 / 7.892
Spin multiplicity: 2

```
11
C4H4LiO2, DFT the ωB97M-V functional and the def2-TZVPD basis
C 1.14559 -2.25718 -0.38736
O 1.04123 -3.00709 0.48709
H 1.16702 -3.87997 0.94681
C 0.47486 -0.00642 -0.90653
C -0.28660 0.68786 -0.07816
C -0.69044 1.65541 0.81686
O -1.19055 2.76148 0.61329
Li -2.26973 3.50515 -0.36049
H 1.56248 0.14417 -0.91675
H 0.04423 -0.43639 -1.81964
H -0.99810 0.83299 1.60487
```

Results of the Löwdin charge analysis, in e, for atoms 1 through 6: 0.360, 0.348, 0.267, -0.040, 0.075, -0.233


Here is C4H4LiO5 as an isolated structure from OMol25. Energies are from the ωB97M-V functional and the def2-TZVPD basis.

Total charge: -1
Energy relative to the best compared isomer or geometry (same formula, charge and spin) (kJ/mol): 290.7
LUMO level (eV): 1.5
Orbital gap (eV): 4.670

```
14
C4H4LiO5, DFT the ωB97M-V functional and the def2-TZVPD basis
O -1.45489 0.07156 -2.62168
C -1.12359 0.22480 -3.73857
O -0.73670 0.65318 -4.74062
Li -1.37894 -0.74216 -0.99922
O 1.10191 -0.05263 2.05037
C 2.15125 0.27581 1.23425
C -0.11176 -0.66736 1.47599
O 2.69351 1.37265 1.51831
O 2.46935 -0.50163 0.30712
C -0.97666 0.22945 0.65297
H -0.63968 -1.01686 2.37770
H 0.23438 -1.55183 0.92237
H -1.83185 0.59812 1.25060
H -0.39633 1.10690 0.31041
```

Results of the Löwdin charge analysis, in e, for atoms 1 through 6: 0.110, -0.349, 0.246, 0.629, -0.089, -0.850


Here is C4H4MgO as an isolated structure from OMol25. Energies are from the ωB97M-V functional and the def2-TZVPD basis.

Total charge: +2
LUMO level (eV): -12.4
Orbital gap (eV): 5.018

```
10
C4H4MgO, DFT the ωB97M-V functional and the def2-TZVPD basis
H -0.35165 1.62683 0.00465
C 0.57829 1.58283 -0.84591
C 0.89320 0.20366 -0.49642
C -0.01845 -0.32136 0.39019
C -0.84170 -1.18573 0.79276
O -1.62537 -2.04211 1.10307
Mg -2.10808 -3.73440 1.88131
H 0.07475 1.68200 -1.81132
H 1.45184 2.23199 -0.69144
H 1.94716 -0.04370 -0.32689
```

Results of the Löwdin charge analysis, in e, for atoms 1 through 6: 0.176, -0.025, 0.016, 0.027, -0.165, -0.064


Here is C4H4MgO5Rb as an isolated structure from OMol25. Energies are from the ωB97M-V functional and the def2-TZVPD basis.

Total charge: +1
Energy relative to the best compared isomer or geometry (same formula, charge and spin) (kJ/mol): 163.4
LUMO level (alpha / beta) (eV): -4.1 / -5.8
Orbital gap (alpha / beta) (eV): 9.302 / 3.702

```
15
C4H4MgO5Rb, DFT the ωB97M-V functional and the def2-TZVPD basis
O 2.31376 1.48245 2.47136
C 2.03011 0.60125 3.43201
C 1.82080 0.93007 1.21029
O 2.56214 0.61305 4.52144
O 1.22995 -0.35409 2.99604
C 0.71830 -0.00674 1.63173
Rb -0.66953 -2.82913 -0.44331
H 2.68944 0.44518 0.73630
H 1.47722 1.75424 0.57319
H -0.16515 0.62172 1.86176
C -2.54607 -0.24541 -3.61814
O -2.46669 -1.38456 -3.04376
O -3.27543 -0.13731 -4.62904
Mg -3.71991 -2.11606 -4.50675
H -1.99894 0.62533 -3.19311
```

Results of the Löwdin charge analysis, in e, for atoms 1 through 6: 0.078, -0.608, -0.126, 0.173, 0.053, 0.062


Here is an isolated ion of composition C4H4N and charge +1 from OMol25. Energies are from the ωB97M-V functional and the def2-TZVPD basis.

SMILES string: C#[N+]C=C=C
Total charge: +1
Energy relative to the best compared isomer or geometry (same formula, charge and spin) (kJ/mol): 8.8
LUMO level (eV): -5.7
Orbital gap (eV): 9.506

```
9
C4H4N, DFT the ωB97M-V functional and the def2-TZVPD basis
C -0.20109 1.79680 -1.60540
C 0.79065 0.38278 0.15695
C 0.00081 -0.65776 0.50735
C -0.61854 -1.61465 1.13027
N 0.37647 1.11595 -0.86135
H -0.40575 2.21120 -2.58970
H 1.75527 0.75231 0.64466
H -0.30865 -2.64963 0.93707
H -1.38916 -1.33699 1.68015
```

Results of the Löwdin charge analysis, in e, for atoms 1 through 6: 0.336, -0.097, 0.047, 0.139, 0.082, 0.147


Here is the molecule C4H4N2 from OMol25. Energies are from the ωB97M-V functional and the def2-TZVPD basis.

SMILES string: c1ccnnc1
Total charge: 0
Energy relative to the best compared isomer or geometry (same formula, charge and spin) (kJ/mol): 112.6
LUMO level (eV): 0.4
Orbital gap (eV): 9.776

```
10
C4H4N2, DFT the ωB97M-V functional and the def2-TZVPD basis
C 0.66912 0.82778 -0.01282
C 1.33304 -0.39807 -0.13477
N 0.68772 -1.56453 -0.08426
N -0.61123 -1.58864 0.17578
C -1.31287 -0.45412 0.15870
C -0.70898 0.79379 -0.03414
H 1.17289 1.78345 0.12192
H 2.40604 -0.48406 -0.31824
H -2.38085 -0.58164 0.34675
H -1.25809 1.71435 -0.22407
```

Results of the Löwdin charge analysis, in e, for atoms 1 through 6: -0.069, -0.141, -0.002, -0.002, -0.141, -0.069


Here is the molecule C4H4N2 from OMol25. Energies are from the ωB97M-V functional and the def2-TZVPD basis.

SMILES string: c1ccnnc1
Total charge: 0
Energy relative to the best compared isomer or geometry (same formula, charge and spin) (kJ/mol): 107.0
LUMO level (eV): 0.5
Orbital gap (eV): 9.820

```
10
C4H4N2, DFT the ωB97M-V functional and the def2-TZVPD basis
C -0.42506 0.11695 -0.97446
C -1.27406 0.60087 0.03062
N -0.95472 0.52385 1.33750
N 0.16820 -0.06552 1.71549
C 1.06114 -0.47846 0.79356
C 0.82668 -0.34891 -0.58141
H -0.67594 0.06475 -2.03635
H -2.24208 1.08448 -0.15159
H 1.96167 -0.92650 1.23268
H 1.55416 -0.57150 -1.36605
```

Results of the Löwdin charge analysis, in e, for atoms 1 through 6: -0.068, -0.136, -0.006, -0.006, -0.136, -0.069


Here is C4H4N2 as an isolated structure from OMol25. Energies are from the ωB97M-V functional and the def2-TZVPD basis.

Total charge: 0
Energy relative to the best compared isomer or geometry (same formula, charge and spin) (kJ/mol): 265.4
LUMO level (eV): 0.1
Orbital gap (eV): 10.071

```
10
C4H4N2, DFT the ωB97M-V functional and the def2-TZVPD basis
C -0.94957 -0.08751 -1.18463
C 0.72502 1.19108 1.31124
N -0.86411 1.07552 -0.66054
N 0.45468 -1.87224 -0.12525
C -0.01122 -0.68845 -0.26267
C 0.06761 0.62469 0.30798
H 0.05820 -2.49749 -0.83285
H -1.47005 -0.59603 -2.00028
H 1.40237 0.60648 1.92262
H 0.58707 2.24395 1.52438
```

Results of the Löwdin charge analysis, in e, for atoms 1 through 6: -0.059, 0.110, 0.158, 0.171, -0.361, -0.337


Here is the molecule C4H4N2O from OMol25. Energies are from the ωB97M-V functional and the def2-TZVPD basis.

SMILES string: O=Cc1cnc[nH]1
Total charge: 0
Energy relative to the best compared isomer or geometry (same formula, charge and spin) (kJ/mol): 90.5
LUMO level (eV): 0.5
Orbital gap (eV): 9.882

```
11
C4H4N2O, DFT the ωB97M-V functional and the def2-TZVPD basis
O -2.18865 -1.12118 -0.59820
C -1.88357 -0.18681 0.11127
C -0.43972 0.15880 0.30878
C 0.25521 1.28331 -0.13247
N 1.52183 0.95530 -0.50675
C 1.65791 -0.31528 -0.22435
N 0.54353 -0.88136 0.26393
H -2.68214 0.41169 0.60055
H 0.01061 2.34647 -0.17752
H 2.58795 -0.84962 -0.33173
H 0.62805 -1.80327 0.69831
```

Results of the Löwdin charge analysis, in e, for atoms 1 through 6: 0.043, -0.217, -0.181, -0.106, 0.050, -0.210


Here is the molecule C4H4N2O from OMol25. Energies are from the ωB97M-V functional and the def2-TZVPD basis.

SMILES string: [H]/N=C/N1C=C1C=O
Total charge: 0
Energy relative to the best compared isomer or geometry (same formula, charge and spin) (kJ/mol): 434.1
LUMO level (eV): -0.2
Orbital gap (eV): 8.855

```
11
C4H4N2O, DFT the ωB97M-V functional and the def2-TZVPD basis
O -2.12529 -0.97825 -0.81489
C -1.90330 -0.06623 -0.05716
C -0.64946 0.68761 -0.11285
C 0.19499 1.64584 -0.04567
N 0.66620 0.46892 -0.78596
C 1.38763 -0.55876 -0.12345
N 0.77228 -1.35172 0.64985
H -2.61768 0.25027 0.72558
H 0.49004 2.67744 0.06589
H 2.42554 -0.65080 -0.45576
H 1.35903 -2.12432 0.95442
```

Results of the Löwdin charge analysis, in e, for atoms 1 through 6: 0.071, -0.226, -0.152, 0.068, -0.004, -0.281


no.,energy (Eh)
1,-829.17446
2,-395.43400
3,-311.94619
4,-538.58252
5,-429.32071
6,-754.92900
7,-209.16120
8,-264.28353
9,-264.28567
10,-264.22534
11,-339.54718
12,-339.41633